[1]
This record from the OMol25 dataset describes a 3-piece molecular cluster, C6H15N overall in a non-equilibrium geometry. The level of theory is ωB97M-V/def2-TZVPD.

XYZ file:
```
22
Properties=species:S:1:pos:R:3:forces:R:3
C -1.0275 1.1382 0.7804 4.74 0.79 3.35
C 0.0573 0.2646 1.0753 -2.29 0.47 0.56
C 1.2976 0.2095 0.4142 2.11 -0.06 -1.24
C 1.6474 1.3198 -0.5551 -0.55 -0.83 -0.67
C 2.1932 -0.8179 0.5456 -1.31 1.63 0.60
C -0.4704 -2.4509 -0.6980 0.28 0.40 -0.43
N -2.8085 0.5550 -1.0175 2.21 -0.29 0.95
H -1.6298 1.3276 1.6532 -0.75 -0.31 -0.03
H -1.7958 0.7941 -0.0786 -3.37 -1.34 -3.20
H -0.6667 2.0945 0.3845 -0.35 -0.28 -0.45
H -0.0499 -0.4987 1.8429 -0.40 -0.01 -0.05
H -1.3062 -1.9696 -1.2041 -0.04 -0.05 -0.01
H 2.5321 0.9640 -1.0868 0.00 0.63 -0.10
H 1.8055 2.2654 -0.0569 0.30 0.21 0.22
H 0.8389 1.4952 -1.2892 0.33 -0.20 0.23
H 2.0275 -1.5647 1.3151 0.16 -0.25 -0.35
H 3.0749 -0.7907 -0.0785 0.16 -0.32 0.26
H -0.0393 -3.2293 -1.3458 -0.13 0.23 0.35
H 0.2705 -1.6745 -0.4684 -0.35 -0.67 -0.44
H -0.8122 -2.8527 0.2439 -0.13 -0.36 0.22
H -2.8291 1.4398 -1.5137 -0.48 0.14 0.16
H -3.6564 0.3881 -0.4881 -0.14 0.46 0.05
```
Positions in Å, forces in eV/Å.

Summary:
**E_tot**: -292.1995 hartree
**Frontier orbital gap**: 6.645 eV
**Relative energy (zero: lowest compared OMol25 entry of this formula, charge and spin)**: 106.4 kcal per mole

natural (NBO) population analysis, charges in e, atoms 1 to 6: C -0.623; C -0.038; C -0.074; C -0.643; C -0.314; C -0.869

***

[2]
This record from the OMol25 dataset describes one molecule with the formula C4H7NO in a non-equilibrium geometry. The level of theory is ωB97M-V/def2-TZVPD.

XYZ file:
```
13
Properties=species:S:1:pos:R:3:forces:R:3
O 2.2973 0.3323 0.0256 -0.35 -0.59 -0.96
C 1.3497 -0.1140 -0.6005 2.73 -1.45 -0.35
C 0.4073 -1.1527 -0.0970 0.24 -0.38 0.03
C -0.8399 -0.3253 -0.0154 0.47 0.32 -0.32
N -1.0503 0.3128 1.2443 -0.72 0.41 0.70
C -0.4288 1.1069 0.1814 1.43 1.41 1.41
H 0.7322 1.2839 0.5511 -3.95 0.42 -1.43
H 1.1684 0.1129 -1.6698 0.06 0.53 0.12
H 0.7597 -1.5176 0.8587 -0.18 -0.11 0.28
H 0.3373 -1.9630 -0.8064 -0.03 -0.31 -0.24
H -1.7081 -0.5454 -0.6292 0.24 0.03 -0.10
H -2.0168 0.5911 1.3061 -0.38 -0.09 0.30
H -1.0080 1.8781 -0.3490 0.45 -0.18 0.56
```
Positions in Å, forces in eV/Å.

Summary:
**E_tot**: -286.5006 hartree
**Structure (SMILES)**: O=CC[C@@H]1CN1
**Frontier orbital gap**: 10.607 eV
**Relative energy (zero: lowest compared OMol25 entry of this formula, charge and spin)**: 82.3 kcal per mole

natural (NBO) population analysis, charges in e, atoms 1 to 6: O -0.574; C 0.462; C -0.532; C -0.086; N -0.577; C -0.335

***

[3]
This record from the OMol25 dataset describes one molecule with the formula C21H22O6. The level of theory is ωB97M-V/def2-TZVPD.

XYZ file:
```
49
Properties=species:S:1:pos:R:3:forces:R:3
C -3.3870 -1.6480 1.4132 -0.51 0.12 0.24
H -3.5267 -2.0902 2.3994 0.03 0.06 -0.04
H -4.2701 -1.8372 0.7961 0.18 -0.02 0.15
O -2.2391 -2.2747 0.8850 0.19 -0.27 -0.23
C -1.5520 -1.7662 -0.1523 0.28 0.15 -0.20
C -0.3055 -2.3771 -0.3516 -0.20 -0.06 0.02
C 0.5739 -1.9232 -1.3029 -0.20 0.01 0.05
C 0.2484 -0.8158 -2.0771 0.00 0.12 -0.21
C -0.9761 -0.2151 -1.9124 0.03 -0.18 0.06
C -1.9157 -0.6911 -0.9842 0.19 -0.45 0.25
C -3.2713 -0.1232 -1.0685 -0.16 0.26 -0.13
O -4.2860 -0.7824 -1.0999 0.09 0.27 -0.11
C -3.3670 1.4009 -1.2294 -0.63 -0.11 0.10
H -3.4894 1.6545 -2.2847 0.05 -0.03 0.12
H -4.2525 1.7320 -0.6750 0.14 -0.10 -0.15
O -2.2148 2.1018 -0.7824 0.13 0.21 -0.40
C -1.9954 2.1009 0.5255 0.23 0.07 0.48
O -2.7468 1.6266 1.3391 -0.07 0.10 -0.07
C -0.6671 2.7801 0.8597 -0.11 0.08 0.12
O 0.4315 2.1069 0.3011 0.25 -0.23 -0.11
C 0.8585 0.9454 0.8985 0.16 0.05 -0.09
C 2.0714 0.4171 0.4554 0.02 -0.33 0.33
C 2.6008 -0.7373 1.0169 -0.06 0.38 -0.12
C 1.9380 -1.4080 2.0238 -0.04 0.08 0.03
C 0.7286 -0.8969 2.4614 0.09 -0.14 0.11
C 0.1975 0.2607 1.9112 -0.08 0.21 -0.06
H -0.7460 0.6220 2.2866 -0.13 0.07 0.01
H 0.1820 -1.4002 3.2434 -0.08 -0.05 0.08
H 2.3530 -2.3047 2.4567 0.04 -0.12 0.07
C 3.9060 -1.0242 0.3378 -0.09 0.04 -0.03
H 4.7315 -1.0775 1.0491 0.04 -0.02 -0.03
H 3.8712 -1.9693 -0.2079 0.04 -0.03 -0.03
C 4.0623 0.1824 -0.6218 0.75 -0.23 -0.16
C 4.2284 -0.2513 -2.0762 -0.20 0.22 0.35
H 3.3945 -0.8808 -2.3762 -0.08 -0.10 -0.05
H 5.1557 -0.8051 -2.1980 0.09 -0.07 -0.02
H 4.2496 0.6239 -2.7201 0.03 0.08 -0.11
C 5.2170 1.0894 -0.1937 -0.43 -0.09 -0.08
H 6.1637 0.5625 -0.2804 0.11 -0.06 0.01
H 5.2427 1.9742 -0.8244 0.04 0.10 -0.06
H 5.0765 1.4055 0.8376 0.02 0.02 0.12
O 2.8429 0.9498 -0.5208 -0.29 0.30 -0.15
H -0.5797 2.8730 1.9494 -0.07 -0.05 -0.18
H -0.6596 3.7724 0.3993 -0.04 -0.11 0.12
H -1.2410 0.6197 -2.5418 -0.01 0.11 -0.05
H 0.9402 -0.4310 -2.8093 0.08 0.04 -0.08
H 1.5193 -2.4261 -1.4381 0.13 -0.04 0.02
H -0.0622 -3.2148 0.2820 0.04 -0.07 0.10
H -3.2474 -0.5682 1.5124 0.02 -0.11 0.01
```
Positions in Å, forces in eV/Å.

Summary:
**E_tot**: -1264.8572 hartree
**Structure (SMILES)**: COc1ccccc1C(=O)COC(=O)COc1cccc2c1OC(C)(C)C2
**Frontier orbital gap**: 8.629 eV
**Relative energy (zero: lowest compared OMol25 entry of this formula, charge and spin)**: 2.3 kcal per mole

natural (NBO) population analysis, charges in e, atoms 1 to 6: C -0.266; H 0.190; H 0.206; O -0.484; C 0.376; C -0.246

***

[4]
This record from the OMol25 dataset describes one molecule with the formula C6H9N. The level of theory is ωB97M-V/def2-TZVPD.

XYZ file:
```
16
Properties=species:S:1:pos:R:3:forces:R:3
C 1.0621 0.4522 1.5535 0.05 0.00 0.05
C 0.3373 -0.1895 0.3951 0.13 -0.18 -0.14
C 0.9183 -0.9850 -0.4684 -0.05 0.07 0.03
C 1.4490 -1.7967 -1.3435 -0.05 0.09 0.09
C -1.1406 0.0585 0.2787 -0.04 -0.19 -0.02
C -1.6928 0.6740 -0.9483 -0.08 -0.14 -0.25
N -1.6651 1.4204 0.3085 0.09 0.29 0.11
H 0.9565 1.5431 1.5150 0.04 -0.15 0.02
H 2.1277 0.2096 1.5475 -0.18 0.02 -0.02
H 0.6304 0.1231 2.5061 0.05 0.03 -0.13
H 1.4704 -2.8707 -1.1716 0.00 0.16 0.00
H 1.8787 -1.4289 -2.2722 -0.04 -0.02 0.14
H -1.7648 -0.6457 0.8280 0.09 0.08 -0.06
H -2.6841 0.4046 -1.3021 0.13 0.02 0.06
H -0.9787 0.9377 -1.7264 -0.12 -0.05 0.14
H -0.9041 2.0932 0.3001 -0.03 -0.04 -0.03
```
Positions in Å, forces in eV/Å.

Summary:
**E_tot**: -288.6752 hartree
**Structure (SMILES)**: C=C=C(C)[C@@H]1CN1
**Frontier orbital gap**: 10.298 eV
**Relative energy (zero: lowest compared OMol25 entry of this formula, charge and spin)**: 67.1 kcal per mole

natural (NBO) population analysis, charges in e, atoms 1 to 6: C -0.617; C -0.117; C 0.111; C -0.491; C -0.098; C -0.250

***

[5]
This record from the OMol25 dataset describes one molecule with the formula C3H5N3. The level of theory is ωB97M-V/def2-TZVPD.

XYZ file:
```
11
Properties=species:S:1:pos:R:3:forces:R:3
N -1.2368 1.6091 0.3474 0.25 -0.46 -0.03
C -0.4732 0.6170 0.1335 -0.17 0.23 -0.12
C -0.6586 -0.8856 0.0011 -0.32 -0.01 -0.21
N 0.6682 -1.4827 0.1505 0.26 0.27 -0.23
C 1.4733 -0.5094 -0.0440 -0.04 -0.23 -0.01
N 0.8842 0.7374 -0.1711 0.00 0.13 0.00
H -2.1763 1.2903 0.5750 0.06 0.03 -0.08
H -1.4579 -1.3744 0.5599 0.26 0.25 0.24
H -0.9122 -0.9943 -1.0642 -0.15 -0.17 0.06
H 2.5507 -0.6236 -0.1258 -0.14 0.08 0.12
H 1.3384 1.6162 -0.3624 0.01 -0.12 0.26
```
Positions in Å, forces in eV/Å.

Summary:
**E_tot**: -281.5697 hartree
**Structure (SMILES)**: [H]/N=C1\CN=CN1
**Frontier orbital gap**: 9.996 eV
**Relative energy (zero: lowest compared OMol25 entry of this formula, charge and spin)**: 12.8 kcal per mole

natural (NBO) population analysis, charges in e, atoms 1 to 6: N -0.684; C 0.429; C -0.340; N -0.443; C 0.253; N -0.631

***

[6]
This record from the OMol25 dataset describes an isolated ion of composition C23H25N4O4S and charge -1 in a non-equilibrium geometry. The level of theory is ωB97M-V/def2-TZVPD.

XYZ file:
```
57
Properties=species:S:1:pos:R:3:forces:R:3
C 4.7891 -2.0561 -3.8830 0.43 -0.48 -0.74
C 3.9213 -1.6292 -2.7632 -0.74 0.54 0.44
C 3.2735 -2.6126 -1.9853 0.58 1.25 -0.56
C 2.6910 -2.2209 -0.7946 -1.05 -0.69 -0.48
C 2.5442 -0.8492 -0.4886 0.62 0.42 -0.43
C 1.8147 -0.4580 0.7521 1.38 1.62 0.11
N 2.5090 -1.5059 1.8266 -0.03 -0.05 3.50
O 1.9385 -1.6467 2.9588 1.71 -0.09 -3.83
O 3.6434 -2.0018 1.5977 -2.94 1.45 0.47
C 3.2221 0.1411 -1.2636 -1.04 -0.97 0.45
C 3.8612 -0.2581 -2.4273 0.23 -0.97 -0.27
H 5.1942 -1.1700 -4.4013 0.41 -0.52 0.42
H 5.5453 -2.7513 -3.4318 -0.19 0.81 -0.86
H 4.2634 -2.6015 -4.6801 -0.06 -0.13 0.34
H 3.2415 -3.6337 -2.3781 0.24 0.20 0.55
H 2.3427 -3.0758 -0.1506 -0.08 1.42 -0.54
H 2.0843 0.5401 1.0995 0.99 -0.32 0.38
H 3.2425 1.1915 -0.9459 -0.29 -0.51 -0.12
H 4.3328 0.4522 -3.1234 -0.09 -0.24 0.61
C -3.6423 3.0130 -3.4949 -0.86 -0.46 0.67
N -3.3111 1.6143 -3.2534 -0.31 0.25 -1.44
C -4.2342 0.6368 -3.8681 0.57 0.51 0.22
C -2.3291 1.2449 -2.3562 0.62 -1.98 0.15
C -1.9052 2.0756 -1.2921 -0.87 0.29 -0.97
C -1.0885 1.5621 -0.2903 0.58 -0.27 -0.13
C -0.5395 0.2345 -0.4099 -0.03 1.66 0.01
C 0.1927 -0.3595 0.7697 2.84 -2.65 -1.01
C -0.2907 0.0544 2.0700 -1.07 0.70 2.42
C 0.5921 0.5507 3.1114 0.32 0.07 -1.76
O 1.6405 1.2158 2.9872 -0.98 -0.78 0.38
N 0.2221 0.0417 4.3819 -0.96 1.05 1.29
C 1.2277 -0.0457 5.4039 0.37 -0.23 0.41
C -1.0783 0.2103 4.8009 0.55 -0.10 -1.02
S -1.5382 0.0433 6.4042 -0.25 0.23 -0.24
N -1.9262 0.5056 3.7420 -0.98 -1.06 0.93
C -3.3588 0.5884 4.0130 0.14 -0.06 0.11
C -1.6502 -0.1924 2.5207 2.32 -1.02 -1.66
O -2.4834 -0.9289 1.9762 0.06 1.20 0.44
C -0.7988 -0.5072 -1.5746 -0.12 0.53 0.72
C -1.7554 -0.0757 -2.4938 0.57 1.09 0.67
H -2.7807 3.6911 -3.3875 -0.31 -0.41 0.14
H -4.0256 3.1274 -4.5179 0.10 -0.09 0.17
H -4.4792 3.3022 -2.7973 0.70 0.27 -0.52
H -3.9278 -0.3997 -3.6562 -0.19 0.62 -0.01
H -5.2325 0.8080 -3.4525 -0.13 -0.18 -0.03
H -4.3080 0.7625 -4.9686 0.20 0.02 0.50
H -2.3318 3.1205 -1.3085 0.67 -1.27 0.54
H -0.8909 2.2686 0.5604 0.07 -1.29 -0.66
H 0.3985 -1.4435 0.5905 -2.90 -0.58 0.26
H 0.9686 -0.8303 6.0995 -0.21 -0.21 0.09
H 2.1849 -0.2966 4.9826 0.24 0.16 -0.41
H 1.2842 0.8682 5.9783 0.16 0.37 0.15
H -3.8324 0.9765 3.1002 0.05 -0.28 0.35
H -3.7635 -0.4103 4.2834 0.04 0.73 -0.12
H -3.4603 1.3031 4.8272 -0.33 -0.18 0.06
H -0.2132 -1.4318 -1.6878 -0.70 0.21 -0.10
H -1.9897 -0.7523 -3.3116 -0.06 0.42 -0.02
```
Positions in Å, forces in eV/Å.

Summary:
**E_tot**: -1809.5076 hartree
**Structure (SMILES)**: Cc1ccc([C@@H]([C@H](c2ccc(N(C)C)cc2)c2c([O-])n(C)c(=S)n(C)c2=O)[N+](=O)[O-])cc1
**Frontier orbital gap**: 6.404 eV
**Charge**: -1

natural (NBO) population analysis, charges in e, atoms 1 to 6: C -0.630; C -0.020; C -0.233; C -0.187; C 0.024; C -0.119

***

[7]
This record from the OMol25 dataset describes a 2-piece molecular cluster, C5H6O2 overall in a non-equilibrium geometry. The level of theory is ωB97M-V/def2-TZVPD.

XYZ file:
```
13
Properties=species:S:1:pos:R:3:forces:R:3
O -2.2480 -0.1835 0.5414 0.41 -0.20 0.55
C -1.0923 -0.4444 0.7825 -0.47 0.32 0.23
C -0.1658 -0.9762 -0.2654 -0.22 -0.54 0.11
C -0.5329 1.9392 -0.4885 0.18 0.33 0.12
O 0.1539 2.2076 0.4698 -0.29 -0.16 -0.53
C 1.2819 -0.9357 -0.0640 0.38 -0.27 0.24
C 2.4782 -0.9785 0.0745 -0.62 -0.05 0.04
H -1.3896 1.2638 -0.3992 -0.08 0.58 -0.33
H -0.6730 -0.5100 1.7963 -0.13 0.21 0.22
H -0.6165 -1.9553 0.0342 1.00 -0.56 -1.03
H -0.4547 -0.7488 -1.2998 -0.14 -0.08 0.41
H -0.3392 2.3217 -1.5049 0.27 0.29 0.06
H 3.5336 -1.0657 0.2358 -0.29 0.15 -0.10
```
Positions in Å, forces in eV/Å.

Summary:
**E_tot**: -344.4586 hartree
**Structure (SMILES)**: C#CCC=O.C=O
**Frontier orbital gap**: 10.734 eV
**Relative energy (zero: lowest compared OMol25 entry of this formula, charge and spin)**: 89.9 kcal per mole

natural (NBO) population analysis, charges in e, atoms 1 to 6: O -0.546; C 0.446; C -0.589; C 0.260; O -0.507; C -0.035